one:
Below is the molecule C4H5NOS, with properties calculated with wB97M-V/def2-TZVPD.

SMILES = N#CCSCC=O
frontier orbital gap = 0.37532 Eh
net charge = 0
LUMO energy = 0.56 eV

Atoms and positions in Å:
N: 2.108 1.804 -1.443
C: 1.907 1.057 -0.581
C: 1.530 0.210 0.488
S: 0.659 -1.272 0.097
C: -0.883 -0.601 -0.521
C: -1.910 -0.240 0.457
O: -1.804 -0.269 1.642
H: 0.993 0.745 1.301
H: 2.439 -0.218 0.930
H: -0.738 0.258 -1.207
H: -1.365 -1.437 -1.124
H: -2.935 -0.037 -0.040

Electronic structure analysis, Mulliken charges in units of e: N -0.386; C 0.319; C -0.480; S -0.054; C -0.584; C 0.084; O -0.430; H 0.296; H 0.284; H 0.341; H 0.316; H 0.294

---

two:
Below is the molecule C4H5NOS, with properties calculated with wB97M-V/def2-TZVPD.

SMILES = [H]/N=C1/C=CCSO1
frontier orbital gap = 0.33152 Eh
net charge = 0
LUMO energy = 0.22 eV

Atoms and positions in Å:
H: 2.444 -1.802 -0.514
N: 2.061 -1.034 -0.973
C: 1.044 -0.675 -0.280
C: 0.279 0.286 -0.919
C: -0.779 0.927 -0.438
C: -1.116 0.661 0.948
S: -1.010 -1.116 1.165
O: 0.594 -1.198 0.871
H: 0.628 0.466 -1.906
H: -1.502 1.470 -0.972
H: -0.501 1.163 1.779
H: -2.141 0.850 1.242

Electronic structure analysis, Mulliken charges in units of e: H 0.260; N -0.618; C 0.408; C -0.106; C -0.437; C -0.573; S 0.031; O -0.371; H 0.383; H 0.388; H 0.259; H 0.374

---

Least stable of them? two.

---

one:
Below is the molecule C4H5NOS, with properties calculated with wB97M-V/def2-TZVPD.

SMILES = C=CN(C=O)C=S
frontier orbital gap = 0.29346 Eh
net charge = 0
LUMO energy = -0.74 eV

Atoms and positions in Å:
C: -2.793 -0.354 -0.722
C: -1.617 -0.880 -0.366
N: -0.386 -0.351 0.099
C: 0.470 -1.309 0.236
O: 1.750 -1.293 0.172
C: -0.077 1.019 -0.147
S: 1.376 1.565 0.364
H: -3.589 -1.054 -0.837
H: -3.110 0.617 -0.546
H: -1.539 -1.983 -0.454
H: -0.053 -2.340 0.374
H: -0.915 1.664 -0.440

Electronic structure analysis, Mulliken charges in units of e: C -1.023; C 0.297; N 0.135; C 0.252; O -0.542; C -0.097; S -0.191; H 0.261; H 0.357; H 0.120; H 0.220; H 0.211

---

two:
Below is the molecule C4H5NOS, with properties calculated with wB97M-V/def2-TZVPD.

frontier orbital gap (alpha / beta) = 0.29300 / 0.29310 Eh
net charge = 0
LUMO energy (alpha / beta) = -0.52 / -0.52 eV

Atoms and positions in Å:
C: 0.379 1.376 0.659
C: -1.804 -0.251 -0.411
C: 1.695 -0.234 -0.457
C: -0.932 -0.811 0.572
N: 1.348 0.950 0.098
O: -2.772 0.442 -0.176
S: 0.470 -1.670 0.135
H: 0.033 2.281 1.091
H: -1.511 -0.478 -1.458
H: 1.644 -0.202 -1.543
H: 2.670 -0.582 -0.122
H: -1.220 -0.822 1.611

Electronic structure analysis, Mulliken charges in units of e: C -0.058; C 0.147; C -0.320; C -0.606; N -0.197; O -0.530; S -0.093; H 0.337; H 0.326; H 0.268; H 0.316; H 0.412

---

Least stable of them? two.